Here is C7H12S in the gas phase in a non-equilibrium geometry from the Open Molecules 2025 dataset. Energies are from ωB97M-V with the def2-TZVPD basis set.

Structure (XYZ):
```
20
Properties=species:S:1:pos:R:3:forces:R:3
C 0.7766 -0.6785 2.0812 -0.8 -0.7 1.0
C 0.6857 0.0452 0.7936 0.9 2.0 0.1
S 2.0192 0.5219 -0.1030 -1.6 -0.9 1.0
C -0.7225 0.4697 0.5236 -1.2 -2.6 0.3
C -0.9113 1.5207 -0.4856 -0.1 1.6 -1.9
C -1.1292 0.4452 -1.6493 2.8 1.5 0.7
C -1.4438 -0.5118 -0.5027 -1.4 1.3 -1.6
C -1.1714 -1.9369 -0.6408 1.7 -1.9 1.4
H 0.4638 -0.1262 3.0345 0.2 -0.2 -1.6
H 0.0184 -1.4947 1.9609 0.7 0.2 0.5
H 1.7640 -1.0571 2.2663 0.4 -0.4 0.0
H -1.4073 0.4312 1.3985 1.1 0.6 0.1
H -0.0267 2.1958 -0.5771 -1.0 -0.2 -0.1
H -1.8615 2.0337 -0.3134 0.3 0.3 0.0
H -1.8991 0.6715 -2.3685 -0.1 -0.1 -0.3
H -0.1089 0.3143 -2.1167 -1.2 -0.2 0.2
H -2.5456 -0.3034 -0.5030 0.6 -0.6 1.2
H -1.5479 -2.4885 0.2080 -0.5 -0.2 0.5
H -0.0854 -2.1967 -0.5729 -0.5 0.5 -0.5
H -1.5761 -2.4519 -1.4884 -0.3 0.2 -0.8
```
Positions in Å, forces in eV/Å.

Values from the calculation:
2S+1   1
Energy relative to the best compared isomer or geometry (same formula, charge and spin)   2.275 eV
Net charge   0


Here is C6H9N3O in the gas phase in a non-equilibrium geometry from the Open Molecules 2025 dataset. Energies are from ωB97M-V with the def2-TZVPD basis set.

Structure (XYZ):
```
19
Properties=species:S:1:pos:R:3:forces:R:3
C 2.2376 -1.1113 -0.4006 -1.3 -0.3 -1.2
C -0.0341 1.1197 0.0856 2.6 -0.7 -0.4
C 3.1028 -0.1534 -0.1268 0.8 -1.0 -0.1
C -1.8142 -0.1022 -1.1880 -0.7 1.5 -0.3
C -1.6970 -0.2087 1.2818 -1.2 -0.6 3.6
C -1.3486 0.6339 0.1085 -3.1 0.5 0.0
N 1.1043 1.3075 0.2048 -1.5 -0.5 -0.1
N 1.3770 -1.9647 -0.1547 -1.4 -0.6 1.4
N 2.3445 1.1086 0.0711 3.3 4.9 1.7
O 4.3327 -0.0540 -0.1634 0.4 0.7 0.0
H -1.4264 -1.1285 -1.2843 0.1 0.6 0.0
H -1.4725 0.6186 -1.9595 -0.3 -1.1 -0.3
H -2.9567 -0.1530 -1.2194 1.6 0.1 0.2
H -1.7375 0.2543 2.3571 0.7 -0.2 -2.1
H -0.9131 -0.9663 1.2957 -0.6 -0.7 0.4
H -2.7804 -0.5906 1.2789 1.8 0.1 -0.8
H -1.9028 1.5721 0.1954 -0.5 0.1 -0.4
H 0.6063 -2.1354 -0.8193 1.1 -0.1 -0.6
H 2.9782 1.9536 0.4370 -1.7 -2.7 -1.1
```
Positions in Å, forces in eV/Å.

Values from the calculation:
2S+1   1
Energy relative to the best compared isomer or geometry (same formula, charge and spin)   7.140 eV
Net charge   0


Here is a 4-piece molecular cluster, C10H30N6O4 overall in a non-equilibrium geometry from the Open Molecules 2025 dataset. Energies are from ωB97M-V with the def2-TZVPD basis set.

Structure (XYZ):
```
50
Properties=species:S:1:pos:R:3:forces:R:3
C -33.8842 13.9415 -17.0574 1.6 -0.3 -0.4
O -33.6415 15.2207 -17.6934 -2.2 -0.4 1.7
C -32.5318 15.4038 -18.5142 0.0 -1.9 -0.2
C -32.5854 16.6928 -19.2521 0.4 1.6 -0.8
C -33.8430 16.9383 -20.0142 -1.5 0.3 -0.6
N -31.4587 16.7474 -20.2178 0.3 -0.9 0.8
H -34.7997 13.7588 -16.4947 -0.4 1.4 -0.3
H -33.0990 13.6982 -16.3416 0.4 0.3 0.2
H -33.8642 13.0812 -17.7264 0.1 0.2 -0.8
H -31.6069 15.3173 -17.9439 0.3 0.0 0.1
H -32.5891 14.6142 -19.2634 0.5 -0.4 -0.4
H -32.5009 17.4868 -18.5102 0.0 0.3 0.2
H -34.0428 16.2645 -20.8474 0.5 -0.3 -0.1
H -33.8026 17.9399 -20.4425 0.0 0.1 -0.1
H -34.7713 16.8998 -19.4442 0.2 0.0 0.5
H -30.5820 16.7885 -19.7182 0.4 -0.3 0.1
H -31.3866 17.5266 -20.8563 -0.9 0.2 0.1
C -31.7754 18.4820 -24.7858 0.4 -2.3 0.8
O -30.6449 17.4989 -24.7269 -0.5 2.4 0.6
C -29.6089 18.0546 -23.8878 1.5 -1.0 -0.2
C -28.3915 17.0361 -23.8315 -2.4 0.6 1.4
C -27.3992 17.2000 -22.6519 -0.4 -0.1 -1.1
N -27.7755 16.9864 -25.0990 1.2 0.3 -0.6
H -31.5618 19.5089 -25.0825 0.5 -0.3 -0.4
H -32.2102 18.5161 -23.7869 0.1 0.2 0.3
H -32.5426 17.9751 -25.3710 0.2 0.4 -0.4
H -29.2308 18.9872 -24.3067 0.0 0.2 -0.2
H -29.9210 18.2776 -22.8675 -0.6 -0.2 0.1
H -28.8801 16.0730 -23.6836 -0.4 -0.2 0.6
H -26.5060 17.7702 -22.9072 -0.4 0.9 0.0
H -26.9276 16.2405 -22.4398 -0.5 -0.3 0.4
H -27.9839 17.5795 -21.8139 0.6 -0.1 0.3
H -27.0326 16.3288 -24.9094 0.4 -0.3 -1.1
H -28.4538 16.6017 -25.7409 0.3 -0.2 -0.4
N -27.6418 14.1741 -18.6824 0.1 -0.9 -0.2
C -28.6934 14.7215 -19.3623 5.2 3.5 2.6
N -29.6809 13.9555 -19.5689 -4.7 -2.7 -1.5
O -28.6463 15.9363 -19.5539 -0.7 0.3 -0.7
H -27.7160 13.2106 -18.3890 0.6 0.2 0.1
H -26.8490 14.7686 -18.4869 -0.3 -0.4 0.0
H -29.6284 12.9496 -19.6438 0.2 0.4 0.0
H -30.4923 14.4463 -19.9163 -0.2 -0.3 -0.4
N -29.2935 10.2160 -19.5190 -3.4 -1.3 -5.9
C -28.6860 10.5141 -18.4564 4.7 -1.5 0.5
N -29.4290 11.1290 -17.6396 -4.0 4.1 5.3
O -27.5300 10.1999 -18.3297 2.5 -0.3 1.3
H -30.2652 10.4866 -19.5719 0.2 -0.8 -0.9
H -28.7713 9.6627 -20.1833 -0.6 0.2 -0.2
H -30.2827 11.5440 -17.9845 0.1 -0.1 0.5
H -29.2068 11.3811 -16.6871 0.5 -0.2 -0.4
```
Positions in Å, forces in eV/Å.

Values from the calculation:
2S+1   1
Energy relative to the best compared isomer or geometry (same formula, charge and spin)   2.743 eV
Net charge   0


Here is C5H9NO in the gas phase in a non-equilibrium geometry from the Open Molecules 2025 dataset. Energies are from ωB97M-V with the def2-TZVPD basis set.

Structure (XYZ):
```
16
Properties=species:S:1:pos:R:3:forces:R:3
C 0.9021 1.5132 -0.2155 0.0 0.0 0.0
C -0.4404 0.8987 0.1747 0.2 -0.1 0.3
O -1.4060 1.0310 -0.8443 0.0 -0.1 -0.2
C -0.3486 -0.6078 0.6477 0.0 0.1 -0.1
C -0.4975 -1.6401 -0.4994 0.0 0.0 -0.1
C 0.9017 -0.8242 1.3923 0.8 0.0 0.5
N 1.9099 -0.9452 1.9483 -1.0 0.0 -0.5
H 1.5969 1.4929 0.6290 -0.1 0.0 -0.2
H 0.7643 2.5560 -0.5192 -0.1 -0.2 0.0
H 1.3670 0.9722 -1.0495 -0.1 0.0 0.1
H -0.8553 1.4666 1.0127 0.1 -0.1 0.0
H -1.0826 0.5561 -1.6222 -0.1 0.3 0.1
H -1.1654 -0.7642 1.3623 0.1 0.0 -0.2
H -1.3788 -2.2678 -0.3489 0.2 0.1 0.0
H 0.3750 -2.2865 -0.6042 -0.1 0.1 0.1
H -0.6422 -1.1509 -1.4638 0.1 -0.1 0.1
```
Positions in Å, forces in eV/Å.

Values from the calculation:
2S+1   1
Energy relative to the best compared isomer or geometry (same formula, charge and spin)   1.244 eV
Net charge   0


Here is a 2-piece molecular cluster, CH8N2S overall in a non-equilibrium geometry from the Open Molecules 2025 dataset. Energies are from ωB97M-V with the def2-TZVPD basis set.

Structure (XYZ):
```
12
Properties=species:S:1:pos:R:3:forces:R:3
S -1.2167 -3.1905 -4.1197 -1.0 -0.5 0.5
H -0.0844 -3.4225 -4.7464 0.9 -0.3 -0.5
H -0.9677 -1.8887 -4.1453 0.0 0.8 0.1
N 1.0268 2.6756 3.9213 2.3 2.2 2.2
C 1.2782 1.8970 2.7770 1.4 -0.1 -1.3
N 0.1403 1.8012 1.8998 3.7 2.0 -1.9
H 0.1289 2.5824 4.2405 -2.4 -0.1 1.1
H 1.4514 3.6019 4.2106 -0.6 -2.0 -1.3
H 2.0791 2.4760 2.2197 -0.6 -1.2 0.3
H 1.6551 0.8647 3.0140 -0.3 0.9 -0.2
H 0.0245 2.7399 1.5428 -0.8 -0.3 -0.2
H -0.6589 1.3756 2.1698 -2.8 -1.5 1.3
```
Positions in Å, forces in eV/Å.

Values from the calculation:
2S+1   2
<S²>   0.750
Energy relative to the best compared isomer or geometry (same formula, charge and spin)   1.192 eV
Net charge   -1


Here is Br2ClFSi in the gas phase in a non-equilibrium geometry from the Open Molecules 2025 dataset. Energies are from ωB97M-V with the def2-TZVPD basis set.

Structure (XYZ):
```
5
Properties=species:S:1:pos:R:3:forces:R:3
F 0.0295 0.5353 -1.1774 0.0 0.0 0.6
Si 0.0579 -0.2888 0.1812 -3.0 -0.9 -1.5
Cl 0.3003 0.8315 1.7789 0.2 0.2 0.5
Br 1.4417 -1.9031 -0.2048 -0.2 0.0 0.4
Br -2.6714 -1.0511 0.2176 3.0 0.7 0.1
```
Positions in Å, forces in eV/Å.

Values from the calculation:
2S+1   1
Energy relative to the best compared isomer or geometry (same formula, charge and spin)   1.188 eV
Net charge   0


Here is C22H19FeN6O4S2 as an isolated structure from the Open Molecules 2025 dataset. Energies are from ωB97M-V with the def2-TZVPD basis set.

Structure (XYZ):
```
54
Properties=species:S:1:pos:R:3:forces:R:3
Fe 0.3696 0.1838 -0.7012 -0.1 -0.1 -0.1
C -0.5948 3.7899 -2.6536 0.0 0.0 0.0
C -0.5908 2.4461 -2.0021 0.0 0.0 0.0
N 0.4716 1.7465 -1.8210 0.0 0.1 0.0
N 1.6960 2.2115 -2.2082 0.0 0.0 0.0
C 2.8021 1.5210 -1.7755 0.0 0.1 -0.1
N 3.9715 2.0694 -2.1180 0.0 0.0 0.0
S 2.6909 0.1074 -0.9018 0.1 -0.1 0.0
C -1.8044 1.7929 -1.4590 0.0 0.0 0.0
C -3.0862 2.2971 -1.5838 0.0 0.0 0.0
C -4.1394 1.5845 -1.0233 0.0 0.0 0.0
C -3.8808 0.3987 -0.3633 0.0 0.0 0.0
C -2.5672 -0.0426 -0.2740 0.0 0.0 0.0
N -1.5602 0.6391 -0.8054 0.0 0.0 0.0
H 0.0140 3.7823 -3.5602 0.0 0.0 0.0
H -0.1959 4.5467 -1.9722 0.0 0.0 0.0
H -1.5944 4.1017 -2.9376 0.0 0.0 0.0
H 1.7826 3.1897 -2.4466 0.0 0.0 0.0
H 4.0477 2.8396 -2.7604 0.0 0.0 0.0
H 4.8163 1.6024 -1.8343 0.0 0.0 0.0
H -3.2754 3.2254 -2.1013 0.0 0.0 0.0
H -5.1501 1.9602 -1.1057 0.0 0.0 0.0
H -4.6744 -0.1818 0.0843 0.0 0.0 0.0
H -2.2982 -0.9553 0.2419 0.0 0.0 0.0
O 0.4941 1.2180 1.0113 0.0 0.0 0.0
C 0.3338 0.1395 1.6515 0.0 -0.1 0.0
O 0.1767 -0.9284 0.9832 0.0 0.0 0.0
C 0.3252 0.1193 3.1364 0.0 0.0 0.0
C 0.1523 -1.0846 3.8101 0.0 0.0 0.0
C 0.1379 -1.1047 5.1943 0.0 0.0 0.0
C 0.2985 0.0925 5.8667 0.0 0.0 0.0
C 0.4742 1.3026 5.2216 0.0 0.0 0.0
C 0.4872 1.3096 3.8375 0.0 0.0 0.0
N 0.2817 0.0782 7.3481 -0.1 0.0 0.0
O 0.4170 1.1409 7.9154 0.0 0.0 0.0
O 0.1188 -0.9927 7.8918 0.0 0.0 0.0
H 0.0299 -1.9967 3.2429 0.0 0.0 0.0
H 0.0070 -2.0191 5.7527 0.0 0.0 0.0
H 0.5965 2.2051 5.8009 0.0 0.0 0.0
H 0.6233 2.2318 3.2907 0.0 0.0 0.0
S -0.3535 -2.1603 -4.5112 0.0 0.0 0.0
C -0.2695 -0.8781 -3.3827 0.0 0.0 0.0
N 0.1625 -1.1722 -2.1965 0.0 0.0 0.0
C 0.4747 -2.5313 -2.1111 0.0 0.0 0.0
C 0.9857 -3.1881 -0.9895 0.0 0.0 0.0
C 1.2465 -4.5365 -1.0915 0.0 0.0 0.0
C 1.0100 -5.2384 -2.2823 0.0 0.0 0.0
C 0.5099 -4.6007 -3.3962 0.0 0.0 0.0
C 0.2481 -3.2350 -3.2963 0.0 -0.1 0.0
H -0.5714 0.1202 -3.6630 0.0 0.0 0.0
H 1.1529 -2.6439 -0.0715 0.0 0.0 0.0
H 1.6423 -5.0670 -0.2361 0.0 0.0 0.0
H 1.2257 -6.2972 -2.3282 0.0 0.0 0.0
H 0.3321 -5.1391 -4.3169 0.0 0.0 0.0
```
Positions in Å, forces in eV/Å.

Values from the calculation:
Calculated total energy   -3539.16173 Eh
2S+1   1
Net charge   +1


Here is C27H38BiCl2PSb as an isolated structure in a non-equilibrium geometry from the Open Molecules 2025 dataset. Energies are from ωB97M-V with the def2-TZVPD basis set.

Structure (XYZ):
```
70
Properties=species:S:1:pos:R:3:forces:R:3
Bi -0.1719 0.2137 -0.2966 1.4 -1.5 3.0
Cl 1.4132 -1.1437 -1.5839 2.0 -1.7 -1.7
Cl -1.6677 1.5042 0.9195 -3.8 3.5 2.9
H 1.1281 1.1875 -0.4217 4.2 3.2 -0.5
H -0.9949 -1.1649 -0.5683 -3.0 -4.3 -0.7
P -0.9401 0.9768 -2.4111 -1.7 1.6 -5.3
C -1.2045 -0.4145 -3.6625 0.1 0.3 0.0
C -2.5110 1.9761 -2.5338 0.2 0.0 -0.3
C 0.4543 1.9545 -3.1960 -0.2 -0.4 0.0
C -1.7175 -1.7148 -3.0576 -0.1 -0.2 -0.1
H -0.1878 -0.6045 -4.0084 0.1 0.1 0.0
C -2.0679 -0.0379 -4.8636 0.0 0.1 -0.1
H -3.1278 -0.0750 -4.6215 -0.1 0.0 0.1
H -1.8987 -0.7623 -5.6608 0.0 -0.1 0.0
H -1.8551 0.9443 -5.2717 0.0 0.1 -0.1
H -0.9343 -2.2416 -2.5262 0.0 0.1 0.2
H -2.0729 -2.3640 -3.8593 0.0 -0.1 -0.2
H -2.5479 -1.5535 -2.3740 0.0 0.0 0.1
H 1.2126 1.1707 -3.2534 0.0 -0.1 0.0
C 1.0083 3.0601 -2.3039 0.0 0.2 0.3
C 0.2043 2.4832 -4.5999 -0.1 0.0 -0.2
H 0.2010 1.6973 -5.3489 -0.1 -0.1 -0.1
H 1.0000 3.1786 -4.8694 0.1 0.0 0.0
H -0.7350 3.0311 -4.6711 -0.1 0.1 0.0
H 0.6232 3.0063 -1.2896 0.2 0.1 0.1
H 0.7878 4.0479 -2.6985 -0.2 0.2 -0.2
H 2.0931 2.9680 -2.2510 0.0 0.0 0.2
C -3.6753 1.1985 -1.9296 -0.1 -0.1 0.1
H -2.6932 2.0776 -3.6040 0.0 0.1 -0.1
C -2.4110 3.3799 -1.9518 0.1 0.1 0.0
H -4.0910 0.4686 -2.6186 0.0 -0.1 -0.1
H -4.4752 1.8914 -1.6661 -0.1 0.0 0.0
H -3.3711 0.6754 -1.0293 -0.1 -0.1 0.2
H -2.0547 3.3743 -0.9276 0.0 0.0 0.2
H -3.4011 3.8379 -1.9552 -0.1 0.0 0.0
H -1.7600 4.0169 -2.5421 0.2 0.1 -0.1
C 2.9934 -5.1798 1.6443 0.0 0.5 0.1
C 1.6380 -4.9823 1.3695 0.2 0.5 0.2
C 1.0681 -3.7234 1.5626 0.5 -0.2 0.1
C 1.8487 -2.6581 2.0330 0.2 -0.2 0.6
C 3.2028 -2.8528 2.3093 -0.1 -0.7 -0.3
C 3.7756 -4.1176 2.1155 -0.6 0.0 -0.2
Sb 0.8928 -0.7593 2.1475 -0.2 -0.9 -0.5
C -0.8298 -1.2691 3.3254 0.2 -0.3 1.2
C -2.1137 -1.2643 2.7669 0.1 -0.1 0.3
C -3.2274 -1.5603 3.5571 0.5 -0.1 0.4
C -3.0635 -1.8622 4.9122 0.3 0.1 -0.4
C -1.7821 -1.8750 5.4735 0.1 0.1 -0.4
C -0.6664 -1.5844 4.6814 -1.0 0.1 0.0
C 2.3350 0.7668 2.5178 0.7 0.1 1.5
C 2.2030 1.5593 3.6634 0.6 0.3 -0.3
C 3.1146 2.5894 3.9102 0.1 -0.1 -0.5
C 4.1580 2.8290 3.0101 -0.4 -0.4 0.0
C 4.2900 2.0355 1.8645 -0.4 -0.1 0.4
C 3.3780 1.0038 1.6171 0.0 0.3 0.4
H 3.4374 -6.1536 1.4808 0.0 0.0 0.0
H 1.0316 -5.7973 0.9955 0.0 0.0 0.0
H 0.0221 -3.5687 1.3273 -0.1 0.1 0.0
H 3.8131 -2.0275 2.6518 0.1 0.0 0.1
H 4.8267 -4.2727 2.3159 0.1 0.0 0.0
H -2.2555 -1.0368 1.7221 0.0 0.0 -0.2
H -4.2182 -1.5518 3.1205 0.0 0.0 -0.1
H -3.9267 -2.0823 5.5252 0.0 0.0 0.1
H -1.6560 -2.1047 6.5228 0.0 -0.1 0.1
H 0.3212 -1.5838 5.1212 0.1 -0.1 0.1
H 1.3907 1.3822 4.3570 0.0 0.0 0.1
H 3.0088 3.2051 4.7936 0.0 0.0 0.0
H 4.8611 3.6298 3.1987 0.0 0.0 0.0
H 5.0953 2.2245 1.1662 0.0 0.0 0.0
H 3.4750 0.3979 0.7274 0.0 -0.1 -0.2
```
Positions in Å, forces in eV/Å.

Values from the calculation:
2S+1   1
Energy relative to the best compared isomer or geometry (same formula, charge and spin)   4.230 eV
Net charge   -1